Record 1
Computed, not measured: a structure of composition C51H53N2O2PSnTe at a distorted geometry, with ωB97M-V/def2-TZVPD.

Properties
- Largest force on an atom: 1.96 eV/A
- Calculated total energy: -3057.9750 Ha
- Energy above the lowest of the compared OMol25 structures with the same formula, charge and spin: 18.2 kcal/mol
- Total charge: +3
- Lowest unoccupied orbital energy (spin up / spin down): -8.274 / -10.867 eV
- Frontier orbital gap (spin up / spin down): 0.248 / 0.152 Eh
- Multiplicity: 2
- E_HOMO (spin up / spin down): -15.0122 / -15.0126 eV

Element x y z (Å)
Sn: 1.92823 0.07917 -0.50853
O: 1.99621 -0.42083 1.90531
C: 3.24944 -0.89433 2.46689
C: 4.21812 0.23124 2.76786
C: 4.55052 1.13339 1.55812
C: 5.16367 0.36277 0.42425
C: 6.52922 0.16429 0.29920
C: 7.01438 -0.60966 -0.74417
C: 6.12017 -1.17418 -1.64608
C: 4.77699 -0.92795 -1.47257
N: 4.30774 -0.17214 -0.46260
H: 1.56101 0.17991 2.52902
H: 3.65614 -1.56752 1.71388
H: 3.04515 -1.48060 3.36171
H: 5.13065 -0.23870 3.14071
H: 3.82521 0.86317 3.56913
H: 5.21068 1.93425 1.88688
H: 3.63610 1.59097 1.16706
H: 7.20375 0.62082 1.01136
H: 8.07913 -0.76491 -0.85857
H: 6.46410 -1.78396 -2.46914
H: 4.04201 -1.33137 -2.16216
C: -5.51986 -2.32795 5.19361
C: -4.55268 -2.03832 4.08553
C: -4.87520 -1.13692 3.07570
C: -4.01054 -0.87492 2.02335
C: -4.41784 0.13383 0.97687
C: -2.79564 -1.57414 1.98586
Te: -1.55446 -1.14694 0.34095
N: -0.63210 -2.87604 0.04247
C: 0.39984 -2.83276 -0.74133
O: 1.14744 -1.76491 -0.99075
C: 0.76216 -4.08121 -1.44245
C: 1.30980 -4.00542 -2.72187
C: 1.51293 -5.16227 -3.45587
C: 1.18573 -6.39493 -2.90778
C: 0.66519 -6.47416 -1.62131
C: 0.43607 -5.32107 -0.89398
C: -2.86144 -1.55490 -1.28679
C: -3.56618 -2.76051 -1.34455
C: -3.63978 -3.79081 -0.24823
C: -4.28526 -3.01986 -2.51114
C: -4.29977 -2.15761 -3.59416
C: -5.05645 -2.48541 -4.84772
C: -3.58450 -0.96502 -3.49289
C: -2.86197 -0.64668 -2.35747
C: -2.09987 0.65177 -2.33615
C: -2.40124 -2.43121 3.02064
C: -1.05339 -3.10272 3.06404
C: -3.30482 -2.65197 4.04865
H: -6.30889 -1.58098 5.24480
H: -5.01613 -2.38803 6.15769
H: -5.99344 -3.29830 5.02703
H: -5.82590 -0.61779 3.11678
H: -5.15931 0.81991 1.38356
H: -4.85720 -0.35061 0.10328
H: -3.56559 0.73386 0.63847
H: 1.54526 -3.03763 -3.14603
H: 1.92347 -5.10702 -4.45497
H: 1.33594 -7.29459 -3.48929
H: 0.43167 -7.44073 -1.19615
H: 0.01723 -5.36271 0.10265
H: -2.90155 -3.64134 0.53005
H: -3.48226 -4.78399 -0.66800
H: -4.63340 -3.78325 0.20450
H: -4.84578 -3.94633 -2.56633
H: -5.41671 -3.51127 -4.84263
H: -4.42745 -2.33894 -5.72592
H: -5.91735 -1.82248 -4.95327
H: -3.58877 -0.27429 -4.32923
H: -2.45968 1.31531 -3.12097
H: -1.03266 0.47407 -2.51595
H: -2.21326 1.17476 -1.38362
H: -0.28392 -2.50480 2.57522
H: -1.08035 -4.07218 2.56475
H: -0.75051 -3.27021 4.09621
H: -3.02424 -3.32056 4.85491
C: -1.21527 6.61199 -2.76908
C: -1.21536 6.63857 -1.37752
C: -0.64340 5.60701 -0.65703
C: -0.03044 4.55196 -1.34834
C: -0.02321 4.53202 -2.75245
C: -0.61103 5.56189 -3.45730
P: 0.84938 3.23027 -0.50942
C: 2.59712 3.72045 -0.58182
C: 3.43869 3.07933 -1.49260
C: 4.76431 3.46994 -1.61352
C: 5.24503 4.50774 -0.82779
C: 4.40094 5.16472 0.06178
C: 3.07652 4.78021 0.18985
C: 0.31552 3.19720 1.19511
C: 1.21374 3.03725 2.26074
C: 0.73331 2.93334 3.55458
C: -0.63889 2.95572 3.79799
C: -1.53738 3.07640 2.74308
C: -1.06734 3.18563 1.44672
H: -1.68544 7.41422 -3.32214
H: -1.66126 7.47256 -0.85224
H: -0.65051 5.63753 0.42391
H: 0.45811 3.71591 -3.27988
H: -0.60322 5.55530 -4.53871
H: 3.04671 2.30632 -2.14610
H: 5.41273 2.97747 -2.32646
H: 6.27521 4.82417 -0.92496
H: 4.77388 5.99243 0.65061
H: 2.42205 5.30849 0.87237
H: 2.28131 3.04832 2.07965
H: 1.42827 2.85558 4.38113
H: -1.00707 2.88474 4.81308
H: -2.60207 3.09902 2.93400
H: -1.76496 3.29573 0.62440

Forces on atoms 1 to 3 (eV/Å):
-0.122 -0.693 0.503
-0.086 0.138 -0.575
0.297 -0.078 0.003

Record 2
Computed, not measured: a structure of composition C51H56AsGeN2PRh at a distorted geometry, with ωB97M-V/def2-TZVPD.

Properties
- Largest force on an atom: 1.02 eV/A
- Calculated total energy: -6850.6698 Ha
- Energy above the lowest of the compared OMol25 structures with the same formula, charge and spin: 0.0 kcal/mol
- Total charge: +1
- Lowest unoccupied orbital energy (spin up / spin down): -2.713 / -6.523 eV
- Frontier orbital gap (spin up / spin down): 0.228 / 0.119 Eh
- Multiplicity: 5
- E_HOMO (spin up / spin down): -8.9048 / -9.7596 eV

Element x y z (Å)
Rh: -0.11815 0.23914 0.15525
C: -0.75798 -0.48477 -3.52779
C: -0.69946 -2.00015 -3.49042
As: -0.84675 -2.74403 -5.31045
C: -2.29680 -1.90579 -6.16232
C: -2.31492 -1.83770 -7.56638
C: -3.39656 -1.25956 -8.20268
C: -4.47058 -0.78313 -7.45029
C: -4.47415 -0.89454 -6.05711
C: -3.40220 -1.47422 -5.41118
C: 0.70806 -2.18997 -6.27411
C: 1.82696 -3.03279 -6.23826
C: 2.99650 -2.64426 -6.86760
C: 3.05297 -1.42007 -7.52520
C: 1.94161 -0.58062 -7.55518
C: 0.75979 -0.96188 -6.94280
P: 0.28837 0.26850 -2.18321
C: 0.33461 2.01220 -2.68416
C: -0.72545 2.61375 -3.36568
C: -0.73039 3.98695 -3.58298
C: 0.31960 4.76809 -3.12370
C: 1.38378 4.17506 -2.45275
C: 1.38943 2.80668 -2.22130
C: 1.93061 -0.41246 -2.60665
C: 2.34043 -1.57101 -1.93897
C: 3.53491 -2.19361 -2.27819
C: 4.33772 -1.65649 -3.27854
C: 3.94352 -0.50091 -3.93976
C: 2.73832 0.11600 -3.61411
H: -1.77782 -0.12391 -3.41308
H: -0.35963 -0.07896 -4.45955
H: -1.47183 -2.45406 -2.87155
H: 0.26184 -2.36847 -3.13659
H: -1.48776 -2.22293 -8.14735
H: -3.41230 -1.19009 -9.28288
H: -5.32089 -0.33665 -7.95324
H: -5.32037 -0.53986 -5.48293
H: -3.41901 -1.58751 -4.33439
H: 1.78499 -3.98429 -5.72219
H: 3.86066 -3.29610 -6.84774
H: 3.96854 -1.11660 -8.01914
H: 1.99367 0.37584 -8.05982
H: -0.09930 -0.30792 -6.98285
H: -1.55930 2.02193 -3.73028
H: -1.56252 4.44796 -4.10158
H: 0.30540 5.84113 -3.28011
H: 2.20753 4.78261 -2.09462
H: 2.20475 2.34908 -1.67003
H: 1.73380 -1.96247 -1.13230
H: 3.84880 -3.08727 -1.74943
H: 5.27444 -2.13846 -3.54019
H: 4.57467 -0.07510 -4.71361
H: 2.43260 1.01626 -4.14075
N: 8.90024 4.19337 0.92277
C: 7.90754 3.60747 0.92908
C: 6.65081 2.88356 0.91842
C: 5.61549 3.26508 1.76849
C: 4.39628 2.60949 1.71157
C: 4.19159 1.56337 0.80644
C: 5.24831 1.16911 -0.01881
C: 6.46876 1.82194 0.03669
C: 2.90097 0.93197 0.68584
C: 1.80110 0.44928 0.52016
H: 5.77578 4.07420 2.47250
H: 3.58332 2.90413 2.36408
H: 5.09535 0.34579 -0.70867
H: 7.29074 1.51403 -0.59946
C: -0.98327 -6.39462 1.19230
C: -0.94212 -4.91333 0.80997
C: -1.77512 -4.04115 1.74992
C: -1.71150 -2.53002 1.43911
Ge: 0.02220 -1.63155 1.69747
C: 0.45380 -1.26107 3.56336
C: 0.42577 -2.49053 4.50709
C: 1.76838 -3.21358 4.67774
C: 2.10733 -4.19758 3.54908
H: -0.39657 -7.00603 0.50037
H: -2.01040 -6.77451 1.18557
H: -0.57907 -6.54496 2.19664
H: -1.31597 -4.78666 -0.21520
H: 0.09396 -4.56830 0.82029
H: -1.45964 -4.23133 2.78013
H: -2.81944 -4.36545 1.68102
H: -2.43037 -1.97859 2.05311
H: -1.98561 -2.34656 0.39717
H: 1.13091 -2.57038 1.16174
H: -0.26160 -0.51688 3.91594
H: 1.43427 -0.77843 3.57292
H: -0.32200 -3.21879 4.17435
H: 0.09495 -2.14696 5.48968
H: 1.74425 -3.76023 5.62311
H: 2.56578 -2.46913 4.76354
H: 1.28334 -4.90542 3.39239
H: 3.00477 -4.77508 3.78768
H: 2.28924 -3.67880 2.60553
C: -1.08360 2.19239 2.34244
C: -2.46414 2.31620 1.74040
C: -3.40564 3.17013 2.28440
C: -4.68664 3.27979 1.74344
C: -5.03800 2.53694 0.61043
C: -4.14533 1.66872 0.02975
C: -4.47490 0.88819 -1.21595
C: -2.83887 1.51838 0.60398
N: -1.98805 0.64487 0.06841
H: -0.74504 3.14109 2.76261
H: -0.35440 1.87482 1.59923
H: -1.06874 1.44898 3.14174
H: -3.13770 3.76246 3.15657
H: -5.40903 3.95054 2.19651
H: -6.02993 2.64676 0.17913
H: -5.51834 1.02816 -1.49921
H: -4.28575 -0.17933 -1.06707
H: -3.84244 1.21902 -2.04809

Forces on atoms 1 to 3 (eV/Å):
-0.035 0.043 -0.391
0.135 0.256 0.021
-0.091 -0.491 0.082